An isolated ion of composition C4H8NO and charge +1 at a distorted geometry. Source: the Open Molecules 2025 dataset; level of theory: the ωB97M-V functional and the def2-TZVPD basis.

Last column: Mulliken charge in e.
CARTESIAN COORDINATES (ANGSTROEM)
C: 0.11265 -1.93446 -0.15736  0.11
C: -0.99345 1.15691 -0.17543  0.38
C: 1.47954 -1.98047 0.33415  -0.84
C: -0.78670 2.59086 -0.01235  -0.87
N: -0.60837 -0.87632 -0.25797  -0.43
O: -0.07121 0.43819 0.14706  -0.04
H: -0.43134 -2.86436 -0.48430  0.37
H: -1.78063 0.64351 -0.75248  0.47
H: 2.06273 -2.65104 -0.25473  0.33
H: 1.88714 -1.02438 0.39322  0.33
H: 1.19644 -2.50319 1.40687  0.27
H: -1.53008 3.21942 0.52117  0.35
H: -0.87102 3.08299 -1.13755  0.30
H: 0.33431 2.70233 0.42971  0.26

Calculated values
Frontier orbital gap   10.689 eV
Energy relative to the best compared isomer or geometry (same formula, charge and spin)   3.843 eV
Total charge   +1
Calculated total energy   -7804.2598 eV